Entry 1:
Entry from the Open Molecules 2025 dataset: C32H43B2F4I2N6O5SScSi2Te as an isolated structure at a distorted geometry (ωB97M-V with the def2-TZVPD basis set).

Last column: Mulliken charge in e.
Element x y z (Å)
Sc: 1.8035 0.3591 0.9406  0.15
C: 4.6644 -2.0443 3.5321  -1.71
C: 3.4648 -1.3235 3.0352  0.21
N: 3.4296 -0.1458 2.5579  0.50
O: 4.6307 0.5034 2.4591  -0.37
B: 4.6396 1.8223 1.9999  0.94
F: 3.2989 0.8208 0.0320  -0.36
F: 5.8281 2.3002 1.7094  -0.19
O: 3.5995 2.7443 1.9591  -0.69
N: 2.3698 2.2044 2.2704  0.58
C: 1.5952 2.9383 2.9522  0.51
C: 1.8771 4.3381 3.3725  -1.81
C: 0.4081 2.1647 3.4648  0.17
N: 0.2172 1.0315 2.9051  0.91
O: -0.6296 0.2290 3.6080  -0.96
B: -1.0765 -0.9834 2.9681  0.97
F: -1.8194 -1.7324 3.8195  -0.28
F: -1.9905 -0.5693 1.8269  -0.31
O: -0.0321 -1.8262 2.3190  -0.30
N: 1.2547 -1.3533 2.3334  0.76
C: 2.0874 -1.9510 3.0798  0.57
C: 1.8061 -3.1233 3.9498  -1.80
C: -0.3063 2.6510 4.6803  -1.82
H: 5.5636 -1.4680 3.3444  0.40
H: 4.7406 -3.0142 3.0360  0.39
H: 4.5792 -2.2335 4.6048  0.39
H: 2.6474 4.7759 2.7464  0.51
H: 2.2248 4.3606 4.4092  0.33
H: 0.9680 4.9353 3.3180  0.46
H: 0.7468 -3.3585 3.9487  0.28
H: 2.1329 -2.9218 4.9723  0.42
H: 2.3683 -3.9907 3.5927  0.38
H: -0.5249 3.7150 4.5992  0.46
H: 0.3213 2.5122 5.5662  0.32
H: -1.2219 2.0929 4.8286  0.45
I: 4.6942 -2.0512 -0.5730  0.15
C: 3.2889 -1.4655 -1.9881  0.05
C: 3.7095 -1.3423 -3.3259  -0.24
C: 2.8067 -1.1459 -4.3292  -0.46
I: 3.5029 -0.9279 -6.2822  0.16
C: 1.4227 -1.1384 -4.0308  1.56
C: 0.4204 -1.2249 -5.0155  -0.96
C: -0.8940 -1.3673 -4.6610  -1.28
C: -1.2312 -1.3237 -3.3158  -0.55
N: -0.3318 -1.1706 -2.3544  0.27
C: 1.0194 -1.1546 -2.6688  -0.56
C: 1.9726 -1.2715 -1.6158  -0.77
O: 1.5433 -1.2818 -0.3599  -0.37
H: 4.7630 -1.4323 -3.5587  0.46
H: 0.7063 -1.2252 -6.0596  0.29
H: -1.6678 -1.5074 -5.4034  0.53
H: -2.2645 -1.4083 -3.0105  0.54
C: -4.6657 2.2768 -0.9899  -1.30
Si: -3.2729 1.3975 -1.8102  0.49
C: -0.3600 2.2252 -3.6331  -0.74
C: -3.5488 1.2836 -3.6313  -1.03
C: -2.9330 -0.2202 -0.9197  -1.45
Te: -1.0223 -0.9208 -0.2474  2.30
C: -1.6577 -2.9464 -0.2634  -1.35
Si: -3.1350 -3.6334 0.7739  0.43
C: -2.3393 -4.6656 2.0950  -0.65
C: -4.3609 -2.4465 1.5080  -0.85
C: -4.0694 -4.6519 -0.4789  -1.22
H: -4.8157 3.2584 -1.4451  0.36
H: -4.4790 2.4167 0.0781  0.40
H: -5.5953 1.7084 -1.0980  0.39
H: -1.1592 2.6478 -4.2416  0.36
H: 0.5687 2.2730 -4.2042  0.62
H: -0.5771 1.1807 -3.4126  -0.55
H: -3.8028 2.2734 -4.0219  0.41
H: -4.4268 0.6423 -3.7898  0.40
H: -2.7218 0.8846 -4.2094  0.27
H: -3.4731 -1.0413 -1.4031  0.90
H: -3.3948 -0.1034 0.0685  0.61
H: -0.7671 -3.4951 0.0550  0.85
H: -1.8536 -3.1782 -1.3114  0.78
H: -1.4793 -4.1449 2.5279  -0.19
H: -2.0006 -5.6254 1.6953  0.39
H: -3.0453 -4.8654 2.9068  0.36
H: -3.9523 -1.8102 2.2981  0.19
H: -5.1280 -3.0854 1.9615  0.47
H: -4.8637 -1.8207 0.7646  0.22
H: -3.4240 -5.3196 -1.0584  0.36
H: -4.6212 -4.0125 -1.1775  0.31
H: -4.8095 -5.2762 0.0371  0.35
S: -1.6400 2.9161 -1.2096  -0.53
C: -0.7680 1.8712 -0.0386  -1.50
N: 0.5908 1.8402 -0.3884  1.16
C: 0.9350 2.4167 -1.4924  -0.26
C: 2.2832 2.6431 -1.9926  -1.44
C: 2.5068 3.7740 -2.6814  -0.77
C: 1.4454 4.7608 -2.9053  -0.69
C: 0.1638 4.4570 -2.6989  -0.92
C: -0.1733 3.0328 -2.3394  2.13
H: -0.9647 2.1625 0.9838  0.55
H: 3.0893 1.9793 -1.7196  0.56
H: 3.5087 4.0012 -3.0232  0.57
H: 1.7223 5.7520 -3.2436  0.51
H: -0.6403 5.1662 -2.8628  0.49

Calculated values
- Maximum force: 0.033 Eh/bohr
- Orbital gap: 6.2 eV
- Charge: +2
- Relative energy (zero: lowest compared OMol25 entry of this formula, charge and spin): 59.1 kcal/mol
- E_HOMO: -0.4443 Eh

Entry 2:
Entry from the Open Molecules 2025 dataset: C32H43BaBrN2P2 as an isolated structure at a distorted geometry (ωB97M-V with the def2-TZVPD basis set).

Last column: Mulliken charge in e.
Element x y z (Å)
C: -1.6278 6.7170 -2.7841  -0.31
C: -1.9137 5.3447 -2.8551  0.54
C: -2.0816 4.7783 -4.1341  -0.38
C: -1.8104 5.5612 -5.2591  -0.36
N: -1.4598 6.8335 -5.1624  -0.52
C: -1.3828 7.4115 -3.9738  -0.33
C: -1.8068 4.4658 -1.6892  0.15
C: -1.1068 3.6019 -1.1474  -0.97
C: -0.1460 2.5745 -0.8719  -0.14
C: 1.0185 2.7848 -0.1061  -1.15
C: 1.8813 1.7388 0.1867  -0.76
C: 1.5930 0.4484 -0.2712  0.10
C: 0.4326 0.2195 -1.0424  0.26
C: -0.4434 1.2728 -1.3445  -0.16
Ba: -2.5335 2.4184 0.7601  1.79
P: 2.5896 -1.0044 0.1396  1.40
H: -2.2911 3.7154 -4.2447  0.44
H: -1.4790 7.2097 -1.8250  0.41
H: -1.8558 5.1257 -6.2614  0.37
H: -1.0890 8.4629 -3.9548  0.38
H: -1.3170 1.1034 -1.9805  0.40
H: 1.2368 3.7867 0.2326  0.56
H: 0.2029 -0.7943 -1.4118  0.23
H: 2.7803 1.9269 0.7987  0.40
C: 1.6609 -1.9572 1.3527  0.39
C: 2.0534 -3.4183 1.5187  -1.23
H: 0.6000 -1.8796 1.0462  -0.66
H: 1.7287 -1.4208 2.3142  0.40
H: 1.5987 -3.8413 2.4259  0.44
H: 1.7303 -4.0174 0.6551  0.28
H: 3.1372 -3.5379 1.6427  0.25
C: 3.0358 -1.7876 -1.4391  -0.40
C: 3.4765 -0.7851 -2.5152  -1.23
H: 2.1093 -2.2944 -1.7591  0.26
H: 3.8012 -2.5573 -1.2520  0.66
H: 3.6323 -1.3061 -3.4648  0.41
H: 2.7012 -0.0291 -2.6742  0.26
H: 4.3985 -0.2442 -2.2595  0.36
C: 4.0598 -0.3735 0.9167  -0.61
C: 5.1247 -1.4150 1.1875  -1.28
H: 3.6617 0.0676 1.8352  0.33
H: 4.4230 0.4341 0.2745  0.46
H: 6.0174 -0.9142 1.5651  0.38
H: 4.7996 -2.1428 1.9333  0.32
H: 5.4081 -1.9639 0.2885  0.34
Br: -1.2234 -0.3524 1.0674  -0.78
P: -2.8402 -3.0608 -1.8693  -0.19
C: -1.0247 -3.3747 -1.8441  0.70
C: -0.6725 -4.8370 -2.1763  -1.43
H: -0.6713 -3.1028 -0.8339  -0.50
H: -0.5761 -2.6954 -2.5892  0.31
H: 0.4129 -4.9418 -2.3243  0.37
H: -0.9667 -5.5188 -1.3646  0.34
H: -1.1729 -5.1653 -3.0996  0.41
C: -3.2893 -3.0106 -0.1012  0.24
C: -4.7145 -3.5222 0.1325  -1.35
H: -3.1540 -1.9687 0.2237  -0.18
H: -2.5604 -3.6397 0.4335  0.34
H: -4.9479 -3.5063 1.2005  0.38
H: -5.4513 -2.8976 -0.3825  0.33
H: -4.8320 -4.5519 -0.2226  0.35
C: -3.0074 -1.3893 -2.5704  0.85
C: -3.3073 -1.4773 -4.0742  -1.35
H: -2.0717 -0.8521 -2.3783  -0.94
H: -3.8318 -0.9009 -2.0313  0.47
H: -3.5934 -0.4978 -4.4687  0.39
H: -2.4367 -1.8224 -4.6433  0.33
H: -4.1272 -2.1759 -4.2763  0.39
N: -1.4215 2.3067 3.3050  -0.20
C: -0.8513 1.9259 4.2609  -0.48
C: -0.2014 1.4812 5.4695  0.85
C: -0.9461 1.3500 6.6575  -0.41
C: -0.3175 0.8883 7.8231  -0.52
C: 1.0399 0.5703 7.8239  -0.39
C: 1.7996 0.7497 6.6600  -0.57
C: 1.1816 1.2034 5.4788  -0.34
H: -1.9994 1.6250 6.6491  0.44
H: -0.9133 0.7841 8.7373  0.38
H: 1.5166 0.1788 8.7283  0.39
H: 2.8648 0.5277 6.6476  0.39
H: 1.7588 1.3515 4.5604  0.48

Calculated values
- Maximum force: 0.057 Eh/bohr
- Orbital gap: 5.1 eV
- Charge: +2
- Relative energy (zero: lowest compared OMol25 entry of this formula, charge and spin): 0.0 kcal/mol
- E_HOMO: -0.4285 Eh

Entry 3:
Entry from the Open Molecules 2025 dataset: C32H43ClFeN2PSe2Si2Te3 as an isolated structure at a distorted geometry (ωB97M-V with the def2-TZVPD basis set).

Last column: Löwdin spin population.
Element x y z (Å)
Fe: 0.1535 1.8870 -0.3092  1.69
Se: 0.8476 3.2015 1.5840  -0.07
Te: -0.3439 5.3754 1.5954  -0.01
Te: -2.6557 4.7151 0.2368  -0.03
Se: -2.1860 2.2891 -0.0179  -0.18
N: 0.8222 -0.8251 -1.6119  0.00
P: -0.4567 0.2664 -1.9969  -0.03
C: -0.5037 0.1304 -3.8360  -0.01
C: -0.6303 1.2540 -4.6500  0.00
C: -0.6615 1.1253 -6.0354  0.00
C: -0.5631 -0.1281 -6.6159  0.00
C: -0.4620 -1.2579 -5.8101  0.00
C: -0.4445 -1.1305 -4.4307  0.00
C: -1.9255 -0.7762 -1.6849  0.00
C: -1.8562 -2.0118 -1.0620  0.00
C: -3.0081 -2.7728 -0.8838  0.00
C: -4.2326 -2.2941 -1.3201  0.00
C: -4.3089 -1.0514 -1.9434  0.00
C: -3.1615 -0.2976 -2.1277  0.00
C: 2.0265 -0.3599 -1.0962  0.00
C: 3.2145 -1.0306 -1.3831  0.00
C: 4.3855 -0.5889 -0.8078  0.00
C: 4.3466 0.5040 0.0464  0.00
C: 3.1321 1.1164 0.2711  0.00
N: 1.9805 0.7071 -0.2851  0.00
H: 0.9403 -1.6270 -2.2129  0.00
H: -0.7102 2.2390 -4.2097  0.00
H: -0.7571 2.0083 -6.6550  0.00
H: -0.5791 -0.2310 -7.6941  0.00
H: -0.4095 -2.2424 -6.2604  0.00
H: -0.4201 -2.0285 -3.8209  0.00
H: -0.8996 -2.3924 -0.7218  0.00
H: -2.9438 -3.7420 -0.4031  0.00
H: -5.1289 -2.8854 -1.1791  0.00
H: -5.2644 -0.6716 -2.2841  0.00
H: -3.2226 0.6699 -2.6110  0.00
H: 3.1980 -1.8840 -2.0505  0.00
H: 5.3230 -1.0823 -1.0351  0.00
H: 5.2394 0.8893 0.5181  0.00
H: 3.0518 1.9662 0.9371  0.00
C: -1.1890 1.2059 6.3080  0.00
Si: -1.7141 0.9517 4.5315  0.00
C: -2.3251 2.5612 3.8391  0.00
C: -3.1251 -0.2723 4.4328  0.00
C: -0.1663 0.3819 3.6388  0.00
Te: -0.2961 -0.2976 1.6085  0.01
C: -1.1516 -2.1747 2.2611  0.01
Si: 0.1322 -3.5338 2.3051  0.00
C: 1.5518 -3.0266 3.4053  0.00
C: -0.6524 -5.0953 2.9724  0.00
C: 0.8109 -3.8942 0.5975  0.00
H: -2.0341 1.5563 6.9115  0.00
H: -0.4020 1.9648 6.3626  0.00
H: -0.8064 0.2874 6.7667  0.00
H: -3.1654 2.9354 4.4360  0.00
H: -2.6705 2.4317 2.8090  0.00
H: -1.5404 3.3234 3.8354  0.00
H: -4.0126 0.1722 4.8965  0.00
H: -2.9218 -1.2193 4.9449  0.00
H: -3.3668 -0.4869 3.3866  0.00
H: 0.3063 -0.4514 4.1695  0.00
H: 0.5380 1.2143 3.6366  0.00
H: -2.0009 -2.4135 1.6173  0.00
H: -1.5372 -1.9838 3.2600  0.00
H: 1.2387 -2.9458 4.4525  0.00
H: 1.9485 -2.0560 3.0910  0.00
H: 2.3642 -3.7598 3.3552  0.00
H: -1.0472 -4.9426 3.9824  0.00
H: 0.0880 -5.9022 3.0193  0.00
H: -1.4772 -5.4328 2.3356  0.00
H: 1.2502 -2.9899 0.1608  0.00
H: 0.0393 -4.2769 -0.0812  0.00
H: 1.5983 -4.6530 0.6645  0.00
Cl: 6.0109 2.8631 -2.6446  -0.01
C: 4.3032 3.0458 -2.3960  -0.04
C: 3.8324 3.9671 -1.4711  0.01
C: 2.4719 4.0876 -1.2639  -0.03
C: 1.5409 3.2919 -1.9467  -0.01
C: 0.1047 3.4600 -1.7061  -0.26
C: 2.0593 2.4101 -2.9029  -0.03
C: 3.4211 2.2748 -3.1272  0.01
H: 4.5306 4.5879 -0.9230  0.00
H: 2.1041 4.8331 -0.5718  0.00
H: -0.5640 3.1743 -2.5046  -0.01
H: -0.1834 4.3842 -1.2228  -0.01
H: 1.3832 1.8271 -3.5052  0.00
H: 3.7952 1.5820 -3.8702  0.00

Calculated values
- Maximum force: 0.027 Eh/bohr
- Multiplicity: 2
- Orbital gap (alpha / beta): 5.2 / 6.1 eV
- ⟨S²⟩: 1.232
- E_HOMO (alpha / beta): -0.2302 / -0.2285 Eh